Below is a structure of composition C36H94F6N9O13S2Ti, with properties calculated with wB97M-V/def2-TZVPD.

The geometry in ORCA input format:
```
! wB97M-V def2-TZVPD RIJCOSX def2/J DEFGRID3
* xyz 0 4
Ti 0.9221 1.1150 -2.9267
C -0.2101 2.3785 0.5766
F -1.1432 3.0017 1.2416
F 0.3280 3.2213 -0.3021
F 0.7774 1.9536 1.3569
S -1.0056 0.9367 -0.3123
O -1.8254 0.3033 0.6988
O -1.8367 1.5840 -1.3059
N 0.2436 0.0240 -1.0423
S 0.1304 -1.3641 -0.2869
O 0.3828 -1.2345 1.1219
O -1.0610 -2.0810 -0.7081
C 1.5539 -2.3550 -1.0291
F 2.7482 -1.9333 -0.5770
F 1.4304 -3.6180 -0.6264
F 1.5247 -2.2969 -2.3568
C 6.5209 -1.1648 -1.6656
C 6.5260 -2.1155 -2.8331
C 5.1555 -2.2492 -3.5056
O 5.1272 -3.1323 -4.6047
C 5.3198 -4.4958 -4.3177
N 7.6021 -1.7667 -3.7913
H 6.1453 -0.1820 -1.9801
H 7.5147 -0.9484 -1.2775
H 5.8675 -1.5183 -0.8658
H 6.6636 -3.1373 -2.4575
H 4.8202 -1.2745 -3.8656
H 4.5084 -2.6742 -2.7258
H 5.0541 -5.0230 -5.2365
H 4.6987 -4.9034 -3.5163
H 6.3802 -4.7334 -4.1769
H 7.4653 -2.4944 -4.4929
H 7.3913 -0.8825 -4.2444
C -8.1698 1.9432 -2.2210
C -7.4067 1.7601 -0.9183
C -5.9435 1.3812 -1.1982
O -5.8702 0.2293 -2.0325
C -4.5707 -0.3109 -2.0028
N -7.4622 2.9653 -0.1034
H -8.1422 0.9614 -2.6965
H -7.7391 2.6662 -2.9124
H -9.2006 2.2029 -1.9806
H -7.7753 0.9000 -0.3573
H -5.4200 1.2256 -0.2474
H -5.3872 2.2170 -1.6452
H -4.0269 -0.3293 -1.0505
H -3.8629 0.1683 -2.6867
H -4.7027 -1.3709 -2.2331
H -7.0787 3.7580 -0.6085
H -6.9324 2.9873 0.7610
C 3.5660 3.9096 -4.9322
C 2.8673 2.9332 -4.0042
C 3.5065 2.8545 -2.6269
O 3.2185 1.5699 -2.0825
C 3.7015 1.4117 -0.7352
N 1.4153 3.1830 -3.9237
H 3.3114 4.9414 -4.6645
H 3.5239 3.6942 -5.9976
H 4.6428 3.9807 -4.7328
H 3.0221 1.9532 -4.4724
H 3.0920 3.6594 -2.0064
H 4.5816 3.0363 -2.5373
H 4.7418 1.1025 -0.7429
H 3.0272 0.7025 -0.2596
H 3.5531 2.3408 -0.1785
H 1.1183 3.3066 -4.8922
H 1.1954 4.1034 -3.5463
C 2.7987 -5.1088 3.3435
C 3.4759 -4.2034 4.3932
C 3.2002 -2.7320 4.2204
O 4.0685 -1.9615 3.3840
C 4.0669 -2.3551 2.0258
N 3.0846 -4.6282 5.7485
H 3.2759 -5.0071 2.3675
H 1.7425 -4.8983 3.1749
H 2.9155 -6.1563 3.6237
H 4.5661 -4.2963 4.4713
H 3.2329 -2.2304 5.1872
H 2.1799 -2.5395 3.8551
H 4.8052 -1.6985 1.5582
H 3.0940 -2.0521 1.6279
H 4.2938 -3.3935 1.7844
H 2.4466 -5.4193 5.7812
H 3.8404 -5.0512 6.2784
C -3.9604 -2.6631 1.6485
C -2.9478 -2.8157 2.7846
C -1.7805 -3.6290 2.3006
O -2.1014 -4.8761 1.6910
C -2.7802 -5.8326 2.4730
N -2.5002 -1.4224 3.1043
H -3.4606 -2.3559 0.7260
H -4.7192 -1.9148 1.8702
H -4.3637 -3.6622 1.4670
H -3.4760 -3.1898 3.6633
H -1.0161 -3.7902 3.0731
H -1.2835 -3.0300 1.5462
H -3.0053 -6.6931 1.8516
H -3.6956 -5.4655 2.9493
H -2.1424 -6.1036 3.3241
H -1.5172 -1.4803 3.3657
H -2.5074 -0.7921 2.3064
C -4.2035 2.6205 2.4461
C -5.1739 3.6487 3.0071
C -4.4365 4.4820 4.0509
O -5.1240 5.6650 4.4813
C -6.2529 5.3861 5.2798
N -5.7346 4.5518 1.9714
H -4.7205 1.7833 1.9707
H -3.6662 2.1052 3.2451
H -3.5298 3.0711 1.7187
H -6.0528 3.1983 3.4742
H -3.4703 4.8846 3.7374
H -4.1847 3.8885 4.9405
H -6.7110 6.3313 5.5693
H -6.0737 4.7469 6.1473
H -7.0143 4.9090 4.6447
H -6.3471 5.2118 2.4291
H -4.9281 5.0398 1.5927
C -1.6021 -5.1881 -1.9066
C -3.1329 -4.9602 -1.9281
C -3.8489 -5.5323 -3.1440
O -3.0783 -5.2865 -4.3240
C -3.6521 -4.2618 -5.1276
N -3.7138 -5.5189 -0.6938
H -1.1385 -4.9252 -2.8612
H -1.3916 -6.2147 -1.6079
H -1.1452 -4.4955 -1.2018
H -3.3422 -3.8882 -2.0289
H -4.8943 -5.2073 -3.1919
H -4.0351 -6.6171 -3.0845
H -4.7229 -4.2435 -5.3424
H -3.1134 -4.3318 -6.0742
H -3.4153 -3.2871 -4.6845
H -3.5321 -6.5196 -0.7488
H -3.0648 -5.1824 0.0287
C 2.8080 6.1501 -0.5907
C 4.2588 5.7098 -0.5651
C 5.1668 6.6186 -1.3995
O 4.8622 6.3621 -2.7587
C 5.7795 6.9384 -3.6582
N 4.7405 5.7005 0.8196
H 2.1339 5.3826 -0.9677
H 2.5998 7.1139 -1.0660
H 2.4754 6.4652 0.4044
H 4.4461 4.6949 -0.9226
H 6.2427 6.4828 -1.2454
H 4.9662 7.6527 -1.0919
H 5.6773 8.0263 -3.6091
H 5.5964 6.5372 -4.6531
H 6.8441 6.7350 -3.4832
H 4.2231 5.1605 1.4929
H 5.7274 5.4896 0.8613
C 0.0438 0.8905 4.3176
C 0.3392 -0.0644 5.4527
O -0.0176 -1.4399 5.2227
H 0.3565 1.8951 4.6163
H -1.0235 0.9848 4.1043
H 0.5506 0.6661 3.3817
H -0.0764 0.3293 6.3884
H 1.4130 -0.0415 5.6846
H 0.3699 -1.8327 6.0138
*
```

Frontier orbital gap (spin up / spin down), Eh: 0.2272 / 0.2875
Lowest unoccupied orbital energy (spin up / spin down), eV: -0.22 / -0.40
M, g mol⁻¹: 1087.2

Löwdin population analysis, charges in e, atoms 1 to 8:
1. Ti 0.73
2. C -0.69
3. F 0.18
4. F 0.12
5. F 0.14
6. S 0.64
7. O -0.29
8. O -0.30